118
Properties=species:S:1:pos:R:3:mulliken_charge:R:1 method="wB97M-V/def2-TZVPD" e_lumo_ev="2.07 / 2.05" spin_multiplicity=2 charge=-1 homo_lumo_gap_ha="0.06377 / 0.33147"
H 4.765 -4.318 4.374 0.141
H 4.813 5.383 -2.467 0.381
C 1.637 -0.757 0.845 -0.303
C -3.695 -1.141 -3.465 -0.787
H -1.299 5.477 -5.663 0.322
C 3.766 2.685 -1.233 0.004
H -0.239 -2.512 -4.224 -0.179
H -3.076 0.722 -4.298 0.461
H 4.408 1.958 2.649 0.788
H 1.483 -5.268 -6.672 0.334
H 2.651 5.076 -2.297 0.172
C 1.060 -4.343 -6.279 -0.419
H 0.448 0.006 7.096 0.434
H 3.151 2.280 -2.036 0.021
H -1.423 1.736 6.249 0.377
N -0.299 3.151 0.860 0.293
H -0.717 2.527 -3.229 -0.743
O -3.292 -0.419 -1.227 -0.521
O -0.033 -5.605 2.909 -0.861
C 2.978 3.767 -0.488 0.753
C -0.145 3.329 -3.694 0.914
C 2.935 -3.710 3.689 -0.010
H 4.291 3.429 4.048 0.588
C -0.229 -4.064 -6.952 -0.565
C 0.185 -1.083 -0.917 1.323
H -1.388 -3.871 -4.193 0.203
H -0.109 2.905 -0.101 -0.294
H 0.015 0.925 -1.309 -0.129
C -0.154 -1.225 5.281 0.442
H -0.023 -1.488 -1.908 -0.289
O -1.925 4.799 -3.816 -0.433
H -0.954 -4.867 -7.083 0.296
O -0.933 -3.141 -6.139 -0.427
H 1.918 -2.329 -0.644 0.266
H -3.323 -1.931 -4.118 0.231
C -1.483 2.954 1.298 0.416
O 2.226 -2.779 3.305 -0.050
C -3.723 -1.548 -2.007 -0.368
H -2.655 -0.182 1.314 -0.098
H -0.112 5.470 -3.224 0.337
H -2.571 4.308 -5.656 0.302
C 2.606 2.588 3.404 -5.065
O 4.838 3.445 -1.763 -0.285
C -2.865 0.075 -3.446 -0.083
O 1.554 0.469 0.062 0.089
H -1.974 0.728 4.172 -0.329
H 0.573 0.879 5.676 -0.072
H -1.432 -2.783 3.144 0.191
H -2.066 -0.901 2.815 -0.068
N -2.149 -4.979 3.331 -0.344
C 0.552 -4.425 -4.802 -0.730
H 5.213 5.138 -0.752 0.417
H 1.607 0.188 -1.884 0.268
H 0.191 -3.152 2.734 -0.435
H 0.187 -2.070 5.878 0.424
C -0.728 4.577 -3.119 -0.572
N 2.617 -4.947 3.972 -0.207
N 3.285 3.510 4.089 -0.599
H 0.350 3.112 1.633 0.014
H -1.967 0.305 7.145 0.319
N -2.740 -0.853 2.064 0.222
C 3.101 5.018 -1.306 -0.561
C -0.899 -4.754 3.118 0.529
O -1.563 -1.287 4.906 -0.422
H -2.932 -2.258 -1.766 0.319
H -2.235 2.767 3.185 0.238
H -0.991 4.481 -2.066 0.287
H 1.302 -4.268 -4.027 0.341
H 2.648 -0.969 1.195 0.397
H 0.994 -0.606 1.712 -0.088
H -5.111 -2.410 0.881 0.226
C -3.649 -1.675 2.117 0.890
H 3.294 -5.471 4.508 0.145
H 1.642 -5.194 3.883 0.202
H 4.091 1.835 -0.633 -0.036
H -4.342 1.077 -2.074 0.351
H 3.010 1.413 1.823 -0.397
H 1.726 -3.483 -6.348 0.249
H 3.431 3.969 0.483 0.082
H 2.952 4.057 4.869 0.669
H 2.915 5.900 -0.693 0.337
O 1.405 2.506 3.309 1.964
C -1.636 4.571 -5.160 -0.542
H 1.901 3.656 -0.368 -0.292
O -3.638 -2.530 3.027 -0.927
H -4.698 -0.971 -3.855 0.367
H 0.409 -1.095 4.356 -0.253
C -3.327 0.684 -2.122 -0.525
H 0.759 -2.685 0.520 0.378
C -1.452 0.647 6.247 -0.681
H 0.151 -5.376 -4.452 0.283
H -0.582 2.533 3.030 0.177
H -4.715 -1.933 -1.772 0.263
C -2.128 0.066 5.025 0.165
H -2.701 1.503 -1.766 0.045
N -1.436 2.810 2.568 -0.139
H -2.310 -5.844 3.826 0.228
C 1.150 -1.838 -0.045 -1.109
C -0.581 -3.401 -4.754 0.271
C 4.565 4.819 -1.568 -0.900
H 0.257 4.010 -5.830 0.311
H 4.620 -2.612 4.018 0.404
H -4.050 -1.129 0.336 0.272
H -0.782 2.536 -5.663 0.273
C -0.012 0.069 6.110 -0.681
H -0.770 -0.931 -0.415 -0.391
H -1.824 -0.222 -3.570 0.053
H -3.138 -0.144 5.376 0.315
H 0.897 3.176 -3.413 0.148
O -2.459 2.842 0.627 -0.716
C -0.475 3.482 -5.217 -0.637
H -2.736 -4.157 3.349 0.335
N 4.214 -3.536 4.051 -0.541
C 0.813 0.202 -1.138 -0.699
H -0.001 -3.836 -7.993 0.316
N -0.712 -3.484 3.038 0.224
N -4.348 -1.771 1.056 -0.246
N 3.408 2.020 2.526 1.255